(1)
Computed, not measured: a structure of composition C30H42HfN2O2P2 at a distorted geometry, with ωB97M-V/def2-TZVPD.

Output
calculated total energy = -2158.29490 a.u.
HOMO-LUMO gap (alpha / beta) = 5.6705 / 5.6689 eV
max |F| = 0.1867 Eh/bohr
energy relative to the best compared isomer or geometry (same formula, charge and spin) = 120.92 kcal/mol
HOMO level (alpha / beta) = -12.9 / -12.9 eV

Geometry as ORCA input:
```
! RIJCOSX wB97M-V def2-TZVPD def2/J DEFGRID3
* xyz 2 1
P -0.458 -2.510 -2.076
P 1.827 3.938 -1.357
C 1.168 1.722 -2.485
C 2.381 2.538 -2.336
H 0.585 2.157 -3.308
H 1.573 0.756 -2.885
H 3.210 1.949 -1.934
H 2.671 2.892 -3.349
C 0.779 4.771 -2.529
H 0.638 5.796 -2.176
H -0.195 4.278 -2.603
H 1.227 4.780 -3.528
C 3.372 4.535 -0.749
H 3.686 5.371 -1.381
H 4.121 3.730 -0.809
H 3.264 4.848 0.290
C -1.990 -3.382 -1.747
H -2.413 -2.969 -0.805
H -1.771 -4.474 -1.585
H -2.696 -3.262 -2.600
C 0.881 -3.724 -2.084
H 1.830 -3.254 -2.398
H 0.611 -4.563 -2.756
H 0.989 -4.090 -1.050
Hf -0.249 0.164 -2.206
C -1.182 1.358 -4.053
C -2.067 0.606 -3.213
C -2.736 -0.683 -3.614
C -1.828 -1.549 -4.540
C -0.482 -1.843 -3.893
C 0.623 -0.808 -3.981
C 0.815 0.156 -5.122
C -0.450 1.018 -5.339
C 1.475 -0.306 -0.621
H -1.375 2.436 -3.983
H -2.716 1.224 -2.572
H -3.696 -0.554 -4.115
H -2.908 -1.228 -2.674
H -2.352 -2.500 -4.695
H -1.733 -1.054 -5.511
H -0.153 -2.817 -4.297
H 1.591 -1.318 -3.855
H 1.249 -0.248 -6.048
H 1.656 0.811 -4.818
H -0.081 1.971 -5.749
H -1.080 0.542 -6.099
H 2.348 -0.792 -1.123
H 1.234 -0.907 0.277
H 1.920 0.657 -0.219
O 0.569 3.651 0.055
C -0.226 2.727 0.521
N -0.734 2.802 1.799
C -0.909 1.442 2.331
C -1.009 0.695 0.956
O -1.330 -0.465 0.791
N -0.569 1.545 -0.063
C 0.347 1.101 3.152
C 0.953 -0.154 3.037
C 2.038 -0.483 3.872
C 2.449 0.380 4.893
C 1.828 1.636 5.004
C 0.792 1.991 4.139
C -2.154 1.225 3.215
C -2.060 0.675 4.526
C -3.203 0.521 5.309
C -4.434 0.892 4.817
C -4.543 1.408 3.526
C -3.406 1.583 2.740
H -0.545 3.612 2.362
H 0.591 -0.866 2.290
H 2.520 -1.450 3.739
H 3.235 0.068 5.592
H 2.134 2.337 5.783
H 0.327 2.987 4.249
H -1.072 0.374 4.933
H -3.116 0.119 6.347
H -5.336 0.749 5.422
H -5.518 1.703 3.136
H -3.457 1.998 1.719
*
```

(2)
Computed, not measured: an isolated molecule of C3H4S at a distorted geometry, with ωB97M-V/def2-TZVPD.

Output
calculated total energy = -514.68651 a.u.
HOMO-LUMO gap (alpha / beta) = 8.4784 / 8.4779 eV
max |F| = 0.1976 Eh/bohr
energy relative to the best compared isomer or geometry (same formula, charge and spin) = 97.91 kcal/mol
HOMO level (alpha / beta) = -8.2 / -8.2 eV

Geometry as ORCA input:
```
! RIJCOSX wB97M-V def2-TZVPD def2/J DEFGRID3
* xyz 0 1
C -0.224 0.008 0.235
C -0.735 1.170 -0.692
C 0.253 -1.156 1.205
S 1.785 -1.938 0.964
H -1.167 2.058 -0.386
H -1.026 0.602 -1.597
H -0.582 -1.815 1.460
H 2.419 -0.853 0.298
*
```